A.
52
Properties=species:S:1:pos:R:3 method="wB97M-V/def2-TZVPD" mol_weight_g_mol=307.263 orbital_gap_ha=0.39006 charge=+1 e_homo_ev=-13.2 multiplicity=1
O 0.48 0.05 -2.25
H 0.37 0.95 -2.74
H -0.16 -0.34 -2.84
O -1.14 -0.57 -4.38
H -2.25 1.65 -1.00
H -1.69 -1.24 -4.79
O 0.97 -1.04 2.21
H 1.26 -1.83 2.70
H 0.01 -1.18 2.11
O -0.41 -3.35 2.03
H -0.21 -4.14 1.53
H 0.07 -5.61 -1.42
O 3.06 0.89 1.08
H 4.87 -2.46 0.58
O -2.56 -1.26 -0.25
H -3.52 -1.30 -0.15
H -2.26 -2.18 -0.43
O -4.29 0.69 -2.13
H -5.02 1.05 -2.60
H -3.51 0.42 -2.49
O 4.63 -1.58 0.86
H 2.39 0.17 1.30
H 4.98 -1.36 1.73
O -0.79 -0.11 4.27
H 1.76 0.97 -0.18
H -0.24 -0.85 4.09
O -1.29 1.40 2.01
H -0.47 1.16 1.56
H -1.16 1.85 2.89
O 0.00 4.23 2.55
H 0.81 4.65 2.60
H -0.06 3.40 2.96
O -1.60 1.07 -1.36
H 0.52 2.23 0.02
H -2.21 0.19 -1.43
O 1.20 -2.68 -0.90
H 2.10 -2.84 -0.62
H 0.87 -1.78 -0.65
O 1.32 2.52 -2.40
H 2.15 2.76 -2.84
H 0.20 0.72 -1.25
O -0.33 -4.94 -0.84
H 0.15 -4.08 -0.87
H -1.51 0.29 -4.56
O 0.75 1.17 -0.12
H -1.20 -3.61 2.55
H 1.41 3.15 -1.64
O 0.00 3.69 -0.17
H -0.79 3.79 -0.85
H -0.36 3.79 0.70
H 3.82 0.39 0.93
H -1.41 -0.21 3.51

=====

B.
52
Properties=species:S:1:pos:R:3 method="wB97M-V/def2-TZVPD" mol_weight_g_mol=307.263 orbital_gap_ha=0.36338 charge=+1 e_homo_ev=-12.9 multiplicity=1
O -1.54 -4.31 -1.82
H 0.88 2.39 -1.52
H 0.40 3.01 -0.23
O 0.20 3.01 -1.18
H -0.19 1.01 -2.84
H 2.46 2.39 -3.21
O -0.96 -0.45 1.75
H -0.16 -1.03 1.83
H -0.65 0.22 2.39
O -3.31 -1.09 0.73
H -3.21 -0.41 0.04
H 0.48 -0.67 -0.33
O 2.87 2.30 0.22
H -2.47 -1.93 -1.36
O 0.81 3.69 1.46
H 0.92 4.60 1.16
H 1.96 -3.79 -0.01
O 4.29 -1.28 2.13
H -0.31 -0.29 4.35
H -4.16 1.99 -1.54
O 0.11 0.16 -0.73
H -0.96 -4.22 -2.57
H -0.78 1.70 3.78
O 0.10 1.58 -3.54
H 2.76 1.00 -2.90
H -0.67 2.07 -3.86
O 2.25 -3.68 -0.98
H 4.62 -1.85 2.83
H 2.24 -2.72 -0.87
O -3.38 -2.55 -1.47
H 2.56 -1.13 1.98
H 3.84 2.22 0.28
O -4.39 1.13 -1.11
H -3.57 -2.89 -0.53
H -5.14 0.74 -1.55
O 1.84 -0.64 1.50
H -1.51 -5.05 -1.22
H 2.07 0.26 1.75
O -1.55 1.94 3.25
H 4.94 -0.56 2.18
H 1.74 3.41 1.25
O -1.93 -0.82 -2.24
H 2.64 1.65 -0.46
H -1.39 -0.27 -1.64
O 3.09 1.87 -2.69
H -1.22 2.60 2.60
H -2.44 -1.08 1.17
O 0.57 -0.19 3.98
H 0.83 -1.10 3.75
H -0.25 0.43 0.14
H -2.74 -3.32 -1.66
H -2.57 -0.07 -2.43

=====

Going by the computed energies, the most stable comes first: B, A.